1.
{"formula": "C4H12", "method": "wB97M-V/def2-TZVPD", "elements": ["C", "C", "H", "H", "H", "H", "H", "H", "C", "C", "H", "H", "H", "H", "H", "H"], "positions_angstrom": [[-1.5000, -1.2320, -0.6509], [-2.4132, -0.0212, -0.1892], [-2.1216, -2.0367, -1.2042], [-0.4977, -0.9431, -0.9733], [-1.2148, -1.9472, 0.1697], [-2.4811, 0.6446, -1.1546], [-3.4406, -0.4119, 0.1817], [-1.8369, 0.4105, 0.6593], [2.6248, 0.8819, 0.7770], [1.3492, 0.4524, 0.1126], [2.3883, 1.9853, 0.9939], [2.8291, 0.2214, 1.5852], [3.4142, 0.8633, -0.0283], [1.5658, 0.1545, -0.9597], [0.6644, 1.3384, 0.2984], [0.6701, -0.3604, 0.3824]], "atomic_forces_ev_per_a": [[-1.617, -2.278, 1.301], [0.466, -1.159, -1.115], [1.326, 1.779, -0.333], [-0.720, -0.004, -1.071], [-0.386, 1.039, 0.208], [-0.220, -0.835, 2.329], [1.740, 0.898, -0.781], [-0.824, 0.438, -0.710], [0.056, 1.501, -1.400], [-2.130, 0.517, -1.807], [1.297, -1.742, 0.519], [0.756, 0.123, 0.976], [-0.404, -0.009, 1.321], [-0.678, 1.097, 0.836], [0.326, -1.032, -1.437], [1.013, -0.335, 1.165]], "de_lowest_kcal_mol": 39.7, "smiles": "CC.CC", "multiplicity": 1, "orbital_gap_ev": 12.18, "charge": 0, "energy_ha": -159.5216}

2.
{"formula": "C4H12", "method": "wB97M-V/def2-TZVPD", "elements": ["C", "C", "H", "H", "H", "H", "H", "H", "C", "C", "H", "H", "H", "H", "H", "H"], "positions_angstrom": [[0.0816, -2.5063, -0.4798], [-0.7643, -1.3588, 0.0504], [0.3081, -2.2136, -1.5247], [0.9255, -2.7955, 0.1024], [-0.5601, -3.3946, -0.4182], [-0.5122, -0.5182, -0.4874], [-0.6084, -0.9031, 1.0626], [-1.8509, -1.4917, -0.0376], [-0.3812, 1.9925, 0.0522], [1.1011, 1.8620, 0.3938], [-0.5513, 2.0887, -1.0948], [-0.8286, 1.0682, 0.4001], [-0.8409, 2.9032, 0.4920], [1.4722, 1.1074, -0.3349], [1.1644, 1.4250, 1.4233], [1.6590, 2.7886, 0.3171]], "atomic_forces_ev_per_a": [[-1.675, -0.262, -0.217], [-0.458, 0.167, 1.975], [0.238, -0.865, 0.595], [0.966, 0.360, 0.257], [0.262, -0.044, -0.628], [0.232, 1.753, -1.721], [0.159, -1.335, -0.226], [0.335, -0.206, -0.129], [-0.223, 1.147, -1.571], [-0.433, -1.205, -0.019], [0.287, -0.257, 1.886], [-0.648, 0.493, -0.040], [0.107, -0.761, -0.025], [0.381, 0.504, 0.678], [0.338, 0.514, -0.815], [0.134, -0.003, 0.000]], "de_lowest_kcal_mol": 18.7, "smiles": "CC.CC", "multiplicity": 1, "orbital_gap_ev": 12.70, "charge": 0, "energy_ha": -159.5552}

3.
{"formula": "C4H12", "method": "wB97M-V/def2-TZVPD", "elements": ["C", "C", "H", "H", "H", "H", "H", "H", "C", "C", "H", "H", "H", "H", "H", "H"], "positions_angstrom": [[-0.0594, -2.2239, -1.3865], [0.9446, -1.7249, -0.3165], [0.3985, -2.9681, -2.0369], [-0.9739, -2.5978, -0.9225], [-0.3038, -1.3947, -2.0500], [1.2797, -0.7178, -0.5758], [1.8251, -2.3490, -0.2327], [0.4709, -1.7096, 0.6663], [0.1883, 2.3432, 0.8428], [-1.1176, 1.5558, 0.8825], [0.7261, 2.2164, -0.0886], [0.0501, 3.4227, 0.9586], [0.8623, 2.0336, 1.6603], [-1.7110, 1.8583, 1.7409], [-0.8690, 0.4981, 0.8647], [-1.7111, 1.7579, -0.0064]], "atomic_forces_ev_per_a": [[0.555, 0.401, 0.109], [-0.460, 0.073, -0.234], [-0.185, -0.248, 0.152], [0.115, -0.121, -0.262], [-0.308, -0.006, 0.063], [0.030, -0.065, 0.247], [0.144, -0.203, -0.047], [0.108, 0.185, -0.015], [0.339, 0.308, 0.574], [0.453, 0.440, -0.460], [0.099, -0.211, -0.234], [-0.183, -0.111, 0.011], [-0.235, 0.063, -0.307], [-0.042, -0.378, 0.178], [-0.327, -0.166, 0.313], [-0.103, 0.040, -0.087]], "de_lowest_kcal_mol": 3.9, "smiles": "CC.CC", "multiplicity": 1, "orbital_gap_ev": 12.95, "charge": 0, "energy_ha": -159.5788}

4.
{"formula": "C4H12", "method": "wB97M-V/def2-TZVPD", "elements": ["C", "C", "H", "H", "H", "H", "H", "H", "C", "C", "H", "H", "H", "H", "H", "H"], "positions_angstrom": [[1.8509, 0.3110, -0.0855], [3.0724, 0.8239, 0.6353], [1.0283, 0.1277, 0.6039], [1.4418, 0.9586, -0.8629], [2.1143, -0.6262, -0.5851], [2.8866, 1.8327, 1.0048], [3.9377, 0.8710, -0.0231], [3.2942, 0.2087, 1.5043], [-1.8944, -1.0154, -0.0095], [-3.0204, -0.1120, -0.5415], [-0.9308, -0.7222, -0.4143], [-1.8796, -0.9375, 1.0789], [-2.0623, -2.0688, -0.2342], [-3.5705, -0.5774, -1.3592], [-2.5534, 0.7988, -0.9204], [-3.7498, 0.1683, 0.2148]], "atomic_forces_ev_per_a": [[-0.258, -0.632, -0.398], [-0.132, 0.712, 0.107], [0.019, -0.136, 0.075], [0.306, 0.251, 0.050], [-0.298, -0.073, 0.092], [0.125, 0.081, 0.075], [0.092, -0.068, 0.061], [0.166, -0.121, -0.050], [-0.656, -0.064, 0.367], [0.413, -0.003, -0.333], [0.079, -0.069, 0.035], [0.359, -0.003, -0.023], [0.009, 0.021, -0.075], [0.065, 0.047, -0.068], [-0.330, 0.113, -0.030], [0.042, -0.054, 0.114]], "de_lowest_kcal_mol": 3.6, "smiles": "CC.CC", "multiplicity": 1, "orbital_gap_ev": 12.92, "charge": 0, "energy_ha": -159.5792}

no.,E_HOMO (eV)
1,-11.11
2,-11.57
3,-11.80
4,-11.79